Entry one
Entry from OMol25: a cluster of 2 separate species, C2H5N3OS2 in total (wB97M-V/def2-TZVPD).

Structure (XYZ):
```
13
C2H5N3OS2 | OMol25 | wB97M-V/def2-TZVPD
S -3.000 -0.344 -0.739
S 2.015 -1.693 -0.617
O 0.851 2.342 -0.597
N -0.083 1.487 -0.101
N 1.477 0.024 -0.432
N -1.864 -1.271 0.338
C -0.603 -0.964 0.470
C 0.332 0.194 -0.017
H 3.354 -1.065 -0.313
H 1.948 2.217 0.907
H -3.863 -1.532 -0.602
H 0.125 -1.517 1.275
H -0.690 2.121 0.429
```

E_HOMO, eV: -8.685
Orbital gap, hartree: 0.2557



Entry two
Entry from OMol25: a structure of composition C2H5N3OS2 (wB97M-V/def2-TZVPD).

Structure (XYZ):
```
13
C2H5N3OS2 | OMol25 | wB97M-V/def2-TZVPD
S 2.148 -0.674 0.201
S 0.567 2.108 -0.292
O 0.214 -2.260 -0.386
N -0.624 1.106 0.309
N -1.691 -0.894 0.017
N -2.908 0.045 0.055
C -0.657 -0.190 0.088
C 0.556 -1.005 -0.009
H -3.684 -0.365 -0.834
H -0.813 -2.252 -0.270
H -1.490 1.552 0.626
H 1.383 2.118 0.734
H -3.388 -0.562 1.152
```

E_HOMO, eV: -8.432
Orbital gap, hartree: 0.2922



entry two (489.1 kJ/mol below the next structure)